12
Properties=species:S:1:pos:R:3:forces:R:3:lowdin_charge:R:1 method="wB97M-V/def2-TZVPD" de_lowest_kj_mol=349.9 e_homo_ev=-3.145 largest_force_ev_per_a=3.361 energy_ha=-489.42652 total_charge=-1
C -0.02177 0.69699 0.97455 -0.719 0.820 1.101 -0.2190
C -0.81562 0.09385 0.12430 0.776 -1.257 -1.559 -0.2790
C 0.46858 -1.61045 -0.96652 -0.313 1.436 2.016 -0.3248
C 2.01835 0.02326 -0.00146 1.304 -0.829 -0.370 -0.6115
N 1.56274 -1.01568 -0.76021 -1.694 -2.312 -1.756 0.1619
N -2.03719 0.60264 -0.19150 -0.565 0.745 0.746 -0.0352
O -0.24711 -2.51880 -1.25272 1.243 1.047 -0.272 0.0649
O 3.12250 0.45726 -0.29996 -0.976 0.660 1.020 0.0448
O 1.35105 0.28052 1.12869 0.138 1.071 0.316 -0.0271
H -0.40909 1.52097 1.67352 1.336 -0.909 -0.724 0.0991
H -2.38603 1.36547 0.42735 -0.304 -0.859 -1.057 0.0737
H -2.60642 0.10399 -0.85606 -0.224 0.387 0.538 0.0521